1) 8
Properties=species:S:1:pos:R:3 method="wB97M-V/def2-TZVPD" orbital_gap_ev=7.5
C -0.44595 -0.65466 -0.02220
C -1.85763 -0.81392 0.00808
C 0.81736 -0.98356 0.05276
C -1.23606 0.54564 0.00788
H 1.08038 -2.13505 -0.06929
H 1.71379 -0.22510 0.23567
H -1.35236 1.13691 -0.94916
H -1.36017 1.18640 0.90758


2) 8
Properties=species:S:1:pos:R:3 method="wB97M-V/def2-TZVPD" orbital_gap_ev=9.0
C -1.45553 -0.18947 -0.20061
C -0.95299 0.94940 0.31133
C 0.50126 0.83955 -0.16834
C -0.09264 -0.54861 -0.17970
H -2.35773 -0.80590 -0.12104
H 0.60400 1.15372 -1.15446
H 1.36871 1.32665 0.50020
H 0.64429 -1.55210 0.85322


Stability, lowest: 2)


1) 8
Properties=species:S:1:pos:R:3 method="wB97M-V/def2-TZVPD" smiles=C#C.C#C orbital_gap_ev=11.6
C 2.06704 -0.40638 0.11162
C 1.46772 0.65271 -0.09999
H 2.78359 -1.20578 0.06278
H 0.80043 1.53044 0.09453
C -2.33028 0.00275 0.02864
C -1.20776 -0.24996 -0.18380
H -3.37449 0.13136 0.53279
H -0.20624 -0.45515 -0.54657


2) 8
Properties=species:S:1:pos:R:3 method="wB97M-V/def2-TZVPD" smiles="C#CC=C" orbital_gap_ev=10.2
C 2.11513 -0.07489 0.03907
C 0.97055 0.37082 -0.05252
C -0.44676 0.64162 -0.04051
C -1.36561 -0.32820 -0.01641
H 3.11740 -0.73019 -0.07795
H -0.70834 1.64870 0.08188
H -2.53921 -0.15189 0.09745
H -1.14317 -1.37598 -0.03101


Stability, lowest: 1)


1) 23
Properties=species:S:1:pos:R:3 method="wB97M-V/def2-TZVPD" smiles=C[NH2+][C@@H](Br)C(C)(C)C orbital_gap_ev=11.3 total_charge=+1
C 0.32980 2.62961 -0.38567
N 0.93473 1.47175 0.36554
C 0.91160 0.04692 -0.30052
Br 2.69102 -0.69348 0.02785
C -0.26258 -0.92698 0.04376
C -0.01013 -2.18975 -0.77503
C -0.27002 -1.02588 1.60026
C -1.55410 -0.23491 -0.41133
H 0.18200 3.40113 0.38435
H 0.89646 3.06033 -1.21454
H -0.67068 2.41982 -0.76758
H 0.50693 1.25822 1.23747
H 1.97435 1.71172 0.51865
H 1.01142 0.21475 -1.37564
H 0.28403 -1.78771 -1.70089
H 0.65229 -2.91895 -0.52992
H -0.91412 -2.83054 -0.97692
H -0.77252 -0.14002 1.89374
H 0.71680 -1.12184 2.03555
H -0.74115 -1.99041 1.73070
H -1.97723 0.43731 0.39044
H -1.60024 0.23645 -1.30980
H -2.31866 -1.02752 -0.48047


2) 23
Properties=species:S:1:pos:R:3 method="wB97M-V/def2-TZVPD" orbital_gap_ev="7.8 / 9.3" total_charge=+1
C 1.49070 -1.64126 0.52244
C -0.95478 -1.87872 -0.42609
C 0.97296 -0.27129 -1.37042
C -0.95944 2.61676 0.53806
C -0.25486 0.23344 0.74952
C 0.27588 -0.90545 -0.14399
N -1.17789 1.13635 0.08440
Br -0.44647 0.10148 2.55852
H 1.24634 -1.78968 1.62668
H 1.59834 -2.67171 0.08890
H 2.36869 -0.99544 0.60108
H -1.95164 -1.38848 -0.35081
H -0.89231 -2.71448 0.24224
H -0.88919 -2.21679 -1.52030
H 0.57904 0.50100 -1.94609
H 1.89747 0.16856 -0.97992
H 1.21625 -1.00554 -2.16748
H -1.48280 3.21548 -0.08193
H -1.18747 2.86621 1.62808
H 0.20051 2.58226 0.43590
H 1.55958 1.97096 0.59448
H -0.91585 1.17832 -0.90464
H -2.29307 0.90802 0.22138


Stability, lowest: 2)


1) 18
Properties=species:S:1:pos:R:3 method="wB97M-V/def2-TZVPD" orbital_gap_ev="7.5 / 6.8"
C -0.93073 2.20956 0.36782
C 0.10982 1.33747 0.67415
C -1.91147 1.79185 -0.52958
C 0.18604 0.05638 0.11611
C -0.97144 -0.25825 -0.78065
C 2.30557 -0.89476 0.99355
N -1.94612 0.62632 -0.98435
N -1.20428 -1.51248 -1.24867
N -0.45524 -2.58779 -1.18205
N 1.10426 -0.84227 0.19157
H -0.71913 3.26884 0.62925
H 0.81711 1.65200 1.40514
H -2.74269 2.43932 -0.85543
H 2.78719 -1.59282 0.31926
H 3.03126 -0.09580 1.18082
H 2.15270 -1.41120 1.94496
H -2.10842 -1.77485 -1.59838
H 0.49557 -2.41154 -0.64350


2) 18
Properties=species:S:1:pos:R:3 method="wB97M-V/def2-TZVPD" orbital_gap_ev="7.3 / 7.4"
C 0.72654 -2.38990 -1.44973
C 1.12574 -1.20495 -2.04028
C -0.32338 -0.83472 -0.48077
C 0.48171 1.55397 1.40373
C 0.01486 0.63571 2.35341
C -1.44682 1.16349 0.19291
N -0.12290 -2.16549 -0.43045
N -0.13421 1.88020 0.37115
N 0.38330 -0.18592 -1.54645
N -1.15232 -0.27949 0.36719
H 1.22850 -3.41677 -1.66247
H 1.68008 -1.33321 -2.92758
H 1.49409 1.99381 1.59912
H 0.66345 0.11886 3.05442
H -0.91210 0.73194 2.86877
H -2.01890 1.66535 0.89456
H -1.85968 1.28666 -0.80214
H 0.17203 0.78046 -1.76539


Stability, lowest: 2)


1) 18
Properties=species:S:1:pos:R:3 method="wB97M-V/def2-TZVPD" smiles="C=CC.CCS" orbital_gap_ev=9.8
C 2.41096 -0.40552 1.26292
C 1.39793 -1.21393 1.52081
C 0.77668 -2.09776 0.48219
H 2.84049 0.22103 2.03175
H 2.88249 -0.40112 0.28843
H 1.00922 -1.28390 2.52914
H 0.91495 -3.15595 0.71563
H 1.08951 -1.83289 -0.52149
H -0.31523 -2.01070 0.51272
C -2.03724 1.97611 -0.65727
C -1.46526 0.59123 -0.93527
S 0.32359 0.69927 -1.50398
H -1.28182 2.76153 -0.57467
H -2.81933 2.29102 -1.34086
H -2.45182 2.00484 0.34757
H -1.95014 0.14908 -1.79527
H -1.37205 0.00829 -0.02941
H 0.04707 1.69937 -2.33293


2) 18
Properties=species:S:1:pos:R:3 method="wB97M-V/def2-TZVPD" smiles=CCCCSC orbital_gap_ev=9.5
C 1.39119 -2.12712 0.20108
C 0.25695 -1.65564 -0.69721
C -0.78082 -0.80008 0.04835
C -0.30647 0.55605 0.57750
S 0.20746 1.61349 -0.79147
C -0.57784 3.15369 -0.25230
H 1.59011 -1.40127 0.99095
H 2.31321 -2.28007 -0.35279
H 1.13678 -3.07079 0.69661
H 0.61133 -1.11322 -1.56709
H -0.31253 -2.50373 -1.08275
H -1.66833 -0.64819 -0.56960
H -1.16936 -1.45206 0.83662
H 0.54235 0.35830 1.22102
H -1.10923 0.98455 1.16718
H -0.26395 3.96114 -0.90699
H -1.65689 3.04765 -0.25873
H -0.20395 3.37730 0.73962


Stability, lowest: 1)


1) 18
Properties=species:S:1:pos:R:3 method="wB97M-V/def2-TZVPD" orbital_gap_ev=4.6
C 0.91273 0.38390 2.10754
C 1.80988 0.28457 0.84707
C 1.15776 0.71599 -0.49560
C 0.44082 -0.37720 -1.09957
S -1.06728 -0.94642 -0.32041
C -2.16224 0.19264 -1.21446
H 1.53623 0.74993 2.91404
H 0.41658 -0.56869 2.26890
H 0.14957 1.12271 1.83922
H 2.60834 1.05752 0.91363
H 2.32749 -0.68170 0.79723
H 0.43814 1.49390 -0.17821
H 1.96240 1.15044 -1.09123
H 1.37179 2.66504 1.00879
H 0.97614 -1.15634 -1.63640
H -2.37133 -0.22560 -2.19936
H -3.09928 0.35517 -0.68659
H -1.63023 1.13145 -1.33196


2) 18
Properties=species:S:1:pos:R:3 method="wB97M-V/def2-TZVPD" smiles="C=[S@@H](=CC)CC" orbital_gap_ev="7.7 / 7.7"
C 2.73580 0.91231 -0.10789
S 0.64759 0.18823 -0.06990
C 0.89353 -1.42998 0.40793
C 0.11752 -2.44331 -0.28849
C -0.66275 1.78467 -0.06849
C -2.03365 1.13150 0.19713
H 2.59438 1.96617 0.11288
H 2.66798 0.51081 0.93431
H 0.47999 -0.17647 -1.40758
H 0.95292 -1.58233 1.43039
H 0.72428 -3.29853 -0.26231
H -0.90846 -2.71265 0.15665
H -0.07520 -2.37102 -1.31207
H -0.17031 2.29402 0.72339
H -0.73402 2.45033 -0.85793
H -2.49786 1.02855 -0.82632
H -1.95832 0.10694 0.38702
H -2.77342 1.64074 0.85128


Stability, lowest: 2)